No. 1
ORCA calculation (the ωB97M-V functional and the def2-TZVPD basis) on a molecular structure, C52H37GeIMoN5O4S2 in a non-equilibrium geometry.

```
103
Properties=species:S:1:pos:R:3:lowdin_charge:R:1
Mo -0.2630 -0.6034 -0.9898 1.2519
C 1.6965 -4.7968 0.0537 -0.0153
C 0.2496 -4.8290 -0.3285 -0.2559
N -0.3270 -5.9816 -0.5569 0.1191
C -1.6306 -6.0213 -0.9006 -0.1041
C -2.4298 -4.9125 -0.9786 -0.1508
C -3.8709 -5.0831 -1.3937 -0.2122
O -4.6039 -5.9348 -0.5239 -0.0543
C -1.8410 -3.6459 -0.7075 -0.0938
C -2.6456 -2.4839 -0.4815 -0.0438
N -2.2163 -1.2647 -0.3127 -0.1077
C -3.1901 -0.3081 0.1096 -0.4201
C -4.3586 -0.1159 -0.6164 -0.0424
C -5.2646 0.8561 -0.2293 -0.0740
C -5.0049 1.6479 0.8808 -0.0813
C -3.8415 1.4599 1.6115 -0.1383
C -2.9395 0.4804 1.2266 -0.6592
I -1.1864 0.1848 2.3092 1.1381
C -0.4572 -3.5829 -0.4493 -0.2851
O 0.1980 -2.4829 -0.2789 -0.2057
H 2.1878 -5.6939 -0.3170 0.0769
H 1.7958 -4.7756 1.1415 0.0834
H 2.1872 -3.9034 -0.3268 0.0785
H -2.0377 -7.0008 -1.1178 0.1163
H -3.9090 -5.5630 -2.3746 0.1294
H -4.3754 -4.1183 -1.5022 0.1040
H -4.4244 -5.6592 0.3811 0.0891
H -3.7109 -2.6476 -0.3294 0.1324
H -4.5253 -0.6938 -1.5164 0.1226
H -6.1609 1.0127 -0.8140 0.1046
H -5.7007 2.4221 1.1727 0.1029
H -3.6254 2.0767 2.4730 0.0936
S -1.3187 1.5309 -1.4663 0.6512
C -0.6192 2.1481 -2.9479 -0.6429
C -1.2016 3.2644 -3.5363 -0.0694
C -0.6780 3.8287 -4.6892 -0.2017
C -1.3070 4.9839 -5.2576 -0.1901
N -1.8234 5.9137 -5.6915 0.1503
C 0.4608 3.2535 -5.2731 -0.1979
C 1.0418 2.1386 -4.6941 -0.0610
C 0.5220 1.5657 -3.5288 -0.6511
S 1.3157 0.1916 -2.8358 0.7184
C 1.0316 3.8046 -6.4691 -0.1841
N 1.4981 4.2453 -7.4208 0.1553
H -2.0794 3.7027 -3.0808 0.1124
H 1.9156 1.6987 -5.1532 0.1141
N -1.7630 -7.3899 -8.1745 0.1390
C -1.6285 -6.5440 -7.4086 -0.1966
C -1.4641 -5.4872 -6.4510 -0.2454
C -0.5957 -5.6506 -5.3728 -0.0255
C -0.4374 -4.6313 -4.4568 -0.0149
C -1.1429 -3.4292 -4.5961 -0.2358
C -2.0129 -3.2798 -5.6821 -0.0228
C -2.1722 -4.2962 -6.6018 -0.0328
C -0.9889 -2.4045 -3.6217 -0.0967
C -0.8622 -1.5882 -2.7284 -0.2042
H -0.0529 -6.5785 -5.2576 0.1184
H 0.2286 -4.7523 -3.6137 0.1169
H -2.5582 -2.3531 -5.7936 0.1170
H -2.8446 -4.1760 -7.4403 0.1161
O 3.4439 -0.7115 0.2710 0.0840
C 2.5993 0.1444 0.1698 -0.6690
O 1.3192 -0.1071 0.0029 -0.4037
C 2.8865 1.6215 0.2172 -0.1569
C 1.8661 2.4153 1.0259 -0.2566
Ge 2.0251 2.4200 2.9787 0.9820
C 2.2263 0.7414 3.9592 -0.2803
C 2.3813 0.8397 5.3436 -0.1262
C 2.5275 -0.2918 6.1311 -0.0912
C 2.5330 -1.5481 5.5427 -0.0930
C 2.4003 -1.6635 4.1691 -0.0720
C 2.2500 -0.5275 3.3835 -0.1123
C 3.6339 3.4642 3.3924 -0.2608
C 4.8849 2.8647 3.2457 -0.1075
C 6.0517 3.5947 3.4159 -0.0914
C 5.9855 4.9411 3.7423 -0.1020
C 4.7506 5.5492 3.9044 -0.0958
C 3.5860 4.8147 3.7284 -0.1027
C 0.4587 3.3825 3.6569 -0.2868
C -0.3258 2.9029 4.7034 -0.1462
C -1.4512 3.5928 5.1305 -0.0951
C -1.8177 4.7775 4.5106 -0.1009
C -1.0547 5.2669 3.4620 -0.0895
C 0.0708 4.5734 3.0421 -0.1155
H 2.8444 1.9509 -0.8284 0.1117
H 3.9111 1.7569 0.5670 0.1093
H 0.8495 2.1363 0.7351 0.0231
H 1.9831 3.4769 0.7845 0.0736
H 2.3955 1.8164 5.8160 0.1039
H 2.6406 -0.1934 7.2032 0.0983
H 2.6493 -2.4335 6.1541 0.0981
H 2.4177 -2.6375 3.6984 0.1045
H 2.1602 -0.6529 2.3149 0.0690
H 4.9536 1.8096 3.0052 0.1032
H 7.0128 3.1125 3.2933 0.0997
H 6.8946 5.5141 3.8712 0.0965
H 4.6933 6.5976 4.1683 0.0976
H 2.6284 5.3022 3.8670 0.0876
H -0.0640 1.9717 5.1899 0.0822
H -2.0459 3.2008 5.9453 0.0993
H -2.6978 5.3148 4.8394 0.0970
H -1.3393 6.1849 2.9649 0.1003
H 0.6444 4.9669 2.2112 0.0995
```

As for the relative energy (zero: lowest compared OMol25 entry of this formula, charge and spin): 0.471 eV. Its largest force on an atom is 1.65 eV/Å. As for the frontier orbital gap (spin up / spin down): 5.9 / 6.2 eV. Its total charge is -1. Its molar mass is 1155.49 g mol⁻¹. The spin multiplicity is 3.


No. 2
ORCA calculation (the ωB97M-V functional and the def2-TZVPD basis) on a molecular structure, C52H39F5I2N5O3STcTe.

```
109
Properties=species:S:1:pos:R:3:lowdin_charge:R:1
Tc -2.3372 0.7293 -0.1382 1.5396
C 0.1634 1.7723 -3.5536 0.0020
C -0.5753 1.7257 -2.2629 -0.2438
N -1.2862 0.7210 -1.8950 -0.0887
N -1.4727 -0.3532 -2.7169 0.0952
C -2.6214 -0.9430 -2.4195 -0.4508
O -3.4113 -0.5820 -1.4831 -0.1162
C -2.9960 -2.1321 -3.2266 -0.1546
C -4.0306 -2.9483 -2.7815 -0.0165
C -4.3639 -4.0925 -3.4886 -0.0720
C -3.6704 -4.4218 -4.6445 -0.0851
C -2.6411 -3.6048 -5.0941 -0.0798
C -2.3022 -2.4623 -4.3878 -0.0286
C -0.6781 2.8934 -1.3797 -0.2075
C -0.0571 4.1084 -1.6446 0.0090
C -0.3343 5.1951 -0.8351 -0.0287
C -1.2291 5.0487 0.2141 -0.0272
C -1.7902 3.8054 0.4339 -0.1240
N -1.5090 2.7577 -0.3328 -0.0733
H 0.2828 0.7647 -3.9404 0.0775
H 1.1425 2.2295 -3.4182 0.0785
H -0.3954 2.3630 -4.2842 0.1035
H -4.5577 -2.6794 -1.8763 0.1181
H -5.1641 -4.7295 -3.1353 0.1036
H -3.9312 -5.3159 -5.1962 0.1014
H -2.1029 -3.8592 -5.9978 0.1013
H -1.5003 -1.8201 -4.7238 0.1055
H 0.6226 4.1993 -2.4786 0.1191
H 0.1400 6.1484 -1.0249 0.1175
H -1.4853 5.8756 0.8604 0.1160
H -2.4715 3.6191 1.2550 0.1237
I -5.8600 3.1446 -3.1383 0.9239
C -5.9714 2.5727 -1.1484 -0.6519
C -7.1673 2.7440 -0.4250 -0.2216
C -7.2659 2.4037 0.8966 -0.6722
I -9.0803 2.7041 1.8835 0.9159
C -6.1488 1.8538 1.5785 -0.2044
C -6.0935 1.4791 2.9401 -0.0229
C -4.9329 0.9815 3.4616 -0.0160
C -3.8037 0.8241 2.6414 -0.1172
N -3.8325 1.1483 1.3677 0.0056
C -4.9731 1.6666 0.8334 -0.1375
C -4.8583 2.0361 -0.5378 -0.4172
O -3.6878 1.8953 -1.0957 -0.2583
H -8.0225 3.1618 -0.9385 0.0781
H -6.9729 1.5954 3.5593 0.0680
H -4.8644 0.6890 4.4992 0.1151
H -2.8735 0.4330 3.0263 0.0738
C 7.8230 -2.3134 -1.5696 -0.0501
C 6.3902 -1.9727 -1.2690 -0.2682
C 5.8018 -0.8205 -1.7607 -0.0244
C 4.4779 -0.4836 -1.4819 -0.2978
C 3.9495 0.7282 -2.2023 -0.0823
C 3.7200 -1.3126 -0.6363 -0.3744
Te 1.7701 -0.7222 0.0621 1.4336
N -2.0115 -0.8059 0.5684 -0.1898
C -2.3765 -1.9863 1.1562 -0.4869
O -3.2185 -2.0113 2.0328 0.0798
C -1.6552 -3.1935 0.6654 -0.1454
C -1.6599 -4.3269 1.4716 -0.0130
C -0.9867 -5.4653 1.0618 -0.0717
C -0.3241 -5.4785 -0.1595 -0.0788
C -0.3251 -4.3492 -0.9668 -0.0679
C -0.9809 -3.2016 -0.5502 -0.0625
C 2.3352 0.3827 1.7765 -0.4176
C 0.6646 2.3705 1.7885 -0.5524
C 0.4598 3.1535 3.0458 -0.0876
C 1.4393 3.0166 3.9291 0.0130
C 2.7545 0.8068 4.0533 -0.1907
C 2.5866 -0.1947 2.9479 -0.2500
C 2.6169 -1.6485 3.2914 -0.0309
C 4.2741 -2.5358 -0.2155 -0.3047
C 3.4911 -3.6209 0.4846 -0.0972
C 5.5972 -2.8308 -0.5217 -0.0263
H 8.3280 -1.4894 -2.0722 0.0729
H 7.8887 -3.1921 -2.2141 0.0820
H 8.3712 -2.5392 -0.6539 0.0803
H 6.3825 -0.1581 -2.3948 0.1186
H 4.5946 1.5928 -2.0387 0.0845
H 2.9464 0.9868 -1.8921 -0.0081
H 3.9348 0.5231 -3.2765 0.0885
H -2.1944 -4.2990 2.4116 0.1185
H -0.9801 -6.3449 1.6920 0.1032
H 0.1962 -6.3719 -0.4808 0.1034
H 0.1903 -4.3570 -1.9187 0.1095
H -0.9520 -2.3112 -1.1683 0.0734
H 0.5671 2.9719 0.8888 0.0693
H -0.4568 3.7001 3.2307 0.1066
H 1.4561 3.4268 4.9287 0.1263
H 3.7162 0.7097 4.5612 0.1603
H 2.8599 -1.7893 4.3438 0.0861
H 3.3472 -2.1871 2.6904 0.0606
H 1.6383 -2.0980 3.1042 0.0895
H 2.4733 -3.3202 0.7243 0.0047
H 3.9899 -3.9420 1.4005 0.0782
H 3.4326 -4.4950 -0.1682 0.0849
H 6.0142 -3.7702 -0.1716 0.1231
F 5.6855 4.1799 2.7259 0.1190
C 4.5576 3.4863 2.5484 -0.1280
C 4.0511 3.3847 1.1860 -0.1231
F 4.7122 4.0722 0.2459 0.1119
C 2.9609 2.6844 0.9118 -0.1417
F 2.4741 2.7051 -0.3446 0.0680
C 2.1643 1.8948 1.9021 -0.2959
S -0.5277 0.9905 1.7043 0.6725
C 2.5881 2.1955 3.3858 -0.2119
F 1.7904 0.5939 5.0367 0.0166
C 3.8717 2.9512 3.5458 -0.1459
F 4.2867 3.0850 4.8167 0.1100
```

As for the relative energy (zero: lowest compared OMol25 entry of this formula, charge and spin): 0.000 eV. Its largest force on an atom is 0.33 eV/Å. As for the frontier orbital gap: 6.3 eV. Its molar mass is 1388.38 g mol⁻¹. The spin multiplicity is 1.